# C14H20ClN5O

A single C14H20ClN5O molecule (wB97M-V/def2-TZVPD, the Open Molecules 2025 dataset).

```
! wB97M-V def2-TZVPD RIJCOSX def2/J DEFGRID3
* xyz 0 1
C 0.932 0.769 1.589
C 1.420 1.930 0.734
C 1.377 1.596 -0.759
N 0.035 1.467 -1.285
C -0.677 2.657 -1.716
C -2.038 2.870 -1.045
C -1.953 3.134 0.451
C -0.449 0.259 -1.589
N -1.633 0.203 -2.232
C -2.060 -1.009 -2.476
Cl -3.560 -1.123 -3.292
N -1.482 -2.143 -2.167
C -0.299 -1.989 -1.542
N 0.365 -3.123 -1.254
C 1.511 -3.121 -0.385
C 1.136 -2.955 1.061
C 1.902 -2.840 2.185
C 0.997 -2.678 3.263
C -0.245 -2.705 2.713
O -0.169 -2.875 1.382
N 0.256 -0.824 -1.243
H 0.901 1.050 2.640
H 1.594 -0.087 1.479
H -0.064 0.459 1.284
H 0.814 2.816 0.926
H 2.452 2.169 0.999
H 1.881 0.642 -0.926
H 1.894 2.377 -1.326
H -0.845 2.587 -2.797
H -0.032 3.514 -1.513
H -2.509 3.723 -1.537
H -2.655 1.993 -1.233
H -2.946 3.322 0.852
H -1.335 4.007 0.656
H -1.535 2.277 0.971
H -0.186 -3.964 -1.332
H 2.153 -2.287 -0.685
H 2.062 -4.056 -0.527
H 2.971 -2.868 2.238
H 1.243 -2.556 4.298
H -1.224 -2.621 3.140
*
```

**Energy**: -36863.9641 eV
**SMILES string**: CCCN(CCC)c1nc(Cl)nc(NCc2ccco2)n1
**HOMO level**: -8.655 eV
**Orbital gap**: 9.5 eV
**Max |F|**: 0.94 eV Å⁻¹
**Energy above the lowest of the compared OMol25 structures with the same formula, charge and spin**: 0.6 kcal per mole
**E_LUMO**: 0.796 eV

Charges obtained by Löwdin population analysis, quoted in units of e: -0.103, -0.223, -0.167, -0.051, -0.160, -0.233, -0.102, -0.342, 0.110, -0.835, 0.700, 0.112, -0.397, 0.067, -0.107, -0.274, -0.042, -0.067, -0.120, 0.039, 0.204, 0.076, 0.062, 0.060, 0.088, 0.108, 0.109, 0.122, 0.122, 0.123, 0.109, 0.087, 0.070, 0.070, 0.054, 0.148, 0.122, 0.131, 0.109, 0.100, 0.119